(1)
{"formula": "C44H70ClF14NO22P2", "method": "ωB97M-V with the def2-TZVPD basis set", "charge": -1, "lumo_energy_ev": [-0.779, -4.724], "homo_energy_ev": [-6.428, -6.428], "spin_multiplicity": 2, "elements": ["C", "C", "C", "N", "C", "C", "C", "C", "C", "H", "H", "H", "H", "H", "H", "H", "H", "H", "H", "H", "H", "H", "H", "H", "H", "H", "H", "P", "F", "F", "F", "F", "F", "F", "P", "F", "F", "F", "F", "F", "F", "Cl", "O", "O", "O", "O", "C", "O", "C", "O", "O", "C", "H", "H", "H", "H", "H", "H", "C", "O", "C", "O", "O", "C", "H", "H", "H", "H", "H", "H", "C", "O", "C", "O", "O", "C", "H", "H", "H", "H", "H", "H", "C", "O", "C", "O", "O", "C", "H", "H", "H", "H", "H", "H", "C", "O", "C", "O", "O", "C", "H", "H", "H", "H", "H", "H", "C", "O", "C", "O", "O", "C", "H", "H", "H", "H", "H", "H", "F", "C", "C", "C", "C", "C", "C", "H", "H", "H", "H", "H", "F", "C", "C", "C", "C", "C", "C", "H", "H", "H", "H", "H", "C", "C", "C", "C", "C", "C", "H", "H", "H", "H", "H", "H"], "positions_angstrom": [[-0.503782, 1.717966, 1.247021], [-0.606092, 1.228196, -0.198089], [0.745968, 0.638126, -0.763919], [0.632348, 0.021276, -2.148799], [0.375698, 1.161036, -3.169439], [-0.425282, -1.159364, -2.204079], [0.258738, -2.267274, -3.122979], [1.601588, -1.744244, -3.588389], [1.973388, -0.721474, -2.512299], [-1.479152, 2.059706, 1.593381], [0.131758, 2.602806, 1.282291], [-0.112972, 0.978446, 1.945941], [-1.141622, 1.963666, -0.798419], [-1.445952, 0.533626, -0.179879], [0.991398, -0.231714, -0.154619], [1.558188, 1.362656, -0.822789], [-0.658552, 1.482266, -3.045979], [0.477528, 0.737616, -4.168659], [1.034988, 2.022646, -3.064289], [-1.269162, -0.569554, -2.561969], [-0.703342, -1.481394, -1.200549], [-0.447302, -2.430534, -3.937199], [0.313788, -3.221934, -2.599819], [1.530948, -1.229914, -4.546809], [2.268858, -2.589664, -3.756049], [2.799598, -0.010884, -2.535759], [2.247288, -1.320444, -1.643789], [-4.016272, -2.236554, -0.460359], [-4.461612, -0.985184, -1.436669], [-5.140332, -1.757564, 0.614171], [-5.167752, -3.191804, -1.133919], [-3.623862, -3.541144, 0.417601], [-2.903732, -2.770014, -1.434139], [-2.944132, -1.332424, 0.333861], [3.871448, 0.793816, 1.981211], [2.522288, 1.669826, 2.256141], [3.158878, -0.623154, 1.459111], [4.002348, 1.258966, 0.426141], [5.368228, 0.217116, 1.801041], [4.767118, 2.079936, 2.466961], [3.895268, 0.101236, 3.431461], [2.381338, 5.009316, -2.552549], [2.327108, 3.923056, -1.568569], [1.405958, 4.796666, -3.539589], [2.206058, 6.327476, -1.984479], [3.703618, 4.986486, -3.145639], [-0.337852, 0.971066, -6.567099], [-1.071142, -0.232524, -6.439919], [-2.180942, -0.377994, -5.654979], [-2.505822, 0.507796, -4.823159], [-2.605202, -1.690434, -5.809309], [-3.402712, -2.364294, -4.801199], [0.019448, 1.083846, -7.590679], [0.625588, 0.799476, -6.087069], [-0.773372, 1.885106, -6.163409], [-3.521502, -3.338794, -5.274849], [-4.351162, -1.919684, -4.499769], [-2.825822, -2.560414, -3.897409], [-0.140572, -4.317544, 0.608761], [1.017958, -4.239354, -0.246979], [1.502258, -5.419464, -0.682799], [1.128318, -6.477224, -0.182789], [2.465888, -5.194174, -1.528049], [3.169748, -6.348964, -1.946409], [-1.040072, -4.734234, 0.155591], [-0.479322, -3.336414, 0.941521], [0.031398, -4.940204, 1.486731], [4.225658, -6.152594, -1.760429], [3.153528, -6.384274, -3.035719], [2.974798, -7.300834, -1.452399], [-2.132582, 5.187006, 0.492771], [-2.201242, 5.037726, 1.957421], [-3.433352, 4.869446, 2.585391], [-4.511052, 5.085536, 2.035451], [-3.172882, 4.552106, 3.899651], [-4.159122, 4.466646, 4.862161], [-1.159492, 4.817806, 0.168911], [-2.103122, 6.210986, 0.120361], [-2.964542, 4.627616, 0.064951], [-3.740672, 3.945686, 5.723321], [-5.077442, 3.963376, 4.559651], [-4.256672, 5.496786, 5.204781], [-7.560782, 3.807706, 1.398571], [-7.488492, 2.510416, 1.857571], [-6.473872, 1.686046, 1.477981], [-6.507492, 0.448256, 1.698011], [-5.510972, 2.361736, 0.833381], [-4.464142, 1.732716, 0.086961], [-7.996642, 3.839926, 0.400031], [-6.618122, 4.344726, 1.293201], [-8.175522, 4.301906, 2.150871], [-4.770262, 1.273836, -0.853159], [-3.931172, 0.900836, 0.547431], [-3.778092, 2.555836, -0.112769], [-3.717432, -3.547444, 5.332221], [-4.660082, -3.223484, 4.306841], [-4.694662, -2.047884, 3.755371], [-5.709372, -1.495874, 3.200421], [-3.507062, -1.510834, 3.710031], [-3.295792, -0.174834, 3.290451], [-2.971332, -4.230514, 4.926201], [-4.154412, -4.232424, 6.058811], [-3.170882, -2.737894, 5.815971], [-3.688762, 0.505266, 4.046191], [-3.666842, -0.067814, 2.271151], [-2.231912, 0.043786, 3.198451], [1.932568, 4.915166, 2.403311], [2.427858, 5.248006, 3.691721], [3.646748, 5.130406, 4.115031], [4.622918, 4.868916, 3.498271], [3.567178, 5.205466, 5.443751], [4.690728, 5.081336, 6.284231], [0.846718, 4.846316, 2.468721], [2.199328, 3.893226, 2.133901], [2.330578, 5.478186, 1.559091], [5.008238, 4.039636, 6.237881], [4.380588, 5.190146, 7.323501], [5.391008, 5.893156, 6.087631], [5.671738, -1.154074, -2.964889], [5.734278, -2.135274, -2.038829], [6.205268, -3.462624, -2.268989], [6.230838, -4.374854, -1.242639], [5.937558, -3.975524, 0.095371], [5.380318, -2.724234, 0.299251], [5.278188, -1.798414, -0.772539], [6.610118, -3.672464, -3.247999], [6.575258, -5.383344, -1.417919], [5.991148, -4.757714, 0.838141], [5.082198, -2.506514, 1.314201], [4.696538, -0.895614, -0.658359], [-1.566762, -0.701784, 5.823451], [-1.005832, 0.526516, 5.744621], [-1.645902, 1.603336, 6.349221], [-1.315902, 2.929706, 6.066611], [-0.113032, 3.210176, 5.366381], [0.647568, 2.127616, 4.835591], [0.200758, 0.817036, 4.945551], [-2.541552, 1.312746, 6.878161], [-1.912452, 3.712416, 6.511461], [0.116978, 4.261136, 5.271651], [1.519648, 2.395476, 4.257541], [0.705008, -0.047214, 4.539091], [2.289788, -3.301684, -6.586309], [1.794018, -4.564724, -6.282479], [2.594388, -5.643294, -5.866729], [3.938078, -5.489654, -5.891979], [4.510748, -4.183084, -6.005249], [3.629718, -3.117944, -6.351219], [1.719868, -2.461884, -6.955529], [0.728628, -4.652384, -6.436349], [2.042658, -6.548594, -5.660789], [4.536038, -6.339954, -5.599009], [5.584338, -4.066204, -5.992649], [4.181708, -2.207424, -6.531989]], "atomic_forces_ev_per_a": [[0.4, 0.8, -0.4], [-0.4, -0.6, -0.1], [-1.5, -0.4, 0.0], [1.2, -0.3, -0.3], [-0.5, -1.3, 0.2], [1.3, 1.4, -0.7], [-2.1, 0.8, 0.5], [-0.1, 1.0, -0.4], [-0.5, -0.3, 1.4], [-0.2, -0.2, 0.0], [0.3, -0.1, 0.2], [0.1, -0.1, -0.2], [1.0, 0.7, -0.3], [0.5, -1.1, -0.1], [0.4, 0.3, 0.4], [-0.1, 0.1, 0.3], [0.1, 0.0, 0.0], [0.0, 0.0, 0.3], [0.3, -0.3, 0.5], [-0.4, -0.9, -0.6], [0.5, 0.0, 0.0], [0.2, -0.1, -0.3], [0.2, 0.3, 0.3], [-0.2, -0.1, -0.2], [0.4, 0.4, 0.4], [-0.2, 0.2, -1.0], [-0.4, 0.0, 0.5], [-3.6, -1.1, 1.3], [1.0, -0.7, 0.2], [0.8, -0.2, -0.4], [0.4, 0.6, -0.7], [0.1, 0.1, 1.5], [1.1, 0.6, -2.1], [0.7, 0.5, -0.1], [4.0, 0.1, -1.0], [0.0, -1.3, -0.2], [-0.4, 1.4, 0.1], [-1.4, 0.3, 0.4], [0.5, -2.4, -0.8], [-1.9, 0.9, 0.6], [-1.2, 0.7, 0.9], [3.2, 0.4, 0.9], [-0.6, 0.7, 0.1], [-2.1, -0.7, -1.6], [-0.6, -0.5, 0.8], [-0.3, -0.3, -0.1], [1.2, 0.2, 0.2], [-1.6, -1.0, -0.3], [1.0, 1.3, 2.8], [0.1, -3.3, -2.8], [0.4, 2.8, 0.2], [0.5, -0.6, 0.1], [-0.9, 0.1, -0.3], [-0.1, 0.1, 0.5], [-0.4, -0.3, -0.1], [-0.5, 0.1, 0.1], [0.2, 0.3, -0.5], [0.1, 0.4, 0.0], [-0.7, -0.4, 0.6], [-0.6, 0.3, -0.5], [-1.7, -0.7, 3.3], [0.7, 1.0, -1.5], [0.0, -0.3, -0.4], [2.1, -0.1, -0.9], [0.3, -0.2, -0.7], [0.7, 0.3, -0.3], [0.4, 0.1, -0.1], [0.1, 0.2, 0.3], [-0.6, -0.3, 0.0], [-0.8, 0.4, -0.1], [-0.2, -0.3, 0.4], [-1.2, -0.3, 0.9], [-0.1, 1.4, -1.8], [2.3, -0.9, 1.9], [1.6, -0.5, -2.9], [-0.7, 0.8, 1.0], [-0.1, -0.6, 0.4], [-0.6, 0.2, 0.7], [0.2, 0.2, -0.2], [0.0, -0.3, -0.3], [0.0, 0.3, -0.2], [-1.0, 0.0, 0.2], [0.0, 1.8, -0.5], [1.2, -2.3, 0.5], [-0.5, -4.3, 0.2], [0.2, 5.2, -0.9], [-0.3, 0.0, 0.1], [0.4, -0.4, -0.3], [-0.4, 0.0, 0.0], [0.1, -0.3, 0.4], [-0.1, 0.3, -0.4], [-0.6, 0.4, 0.0], [-0.3, 0.2, 0.7], [0.0, -0.1, 0.0], [0.9, -1.3, -0.3], [-0.6, -1.3, 1.5], [-4.9, 3.6, -3.8], [4.1, -2.9, 3.3], [2.7, 0.4, 0.8], [-0.3, 0.0, -0.6], [0.3, 0.4, -0.5], [-0.8, 0.6, 0.1], [-0.6, 0.3, -0.2], [-0.5, 0.2, -0.3], [-0.6, 0.3, 0.4], [0.3, -0.6, 0.2], [0.6, -1.6, -1.0], [-2.6, 0.8, 0.0], [1.1, -1.3, 0.2], [1.0, 0.3, -0.7], [-1.3, 0.7, 1.4], [0.0, -0.3, 0.1], [0.0, 0.9, 0.1], [0.5, -0.1, 0.3], [-0.2, 0.6, 0.4], [0.9, 0.3, -0.4], [-0.5, 0.3, -0.1], [0.5, -0.6, -0.2], [0.2, -0.8, -0.4], [0.0, -1.2, 1.8], [-0.1, 1.9, -0.9], [0.4, 0.6, 1.4], [-0.6, -0.6, -2.1], [0.6, -0.1, -0.4], [-0.5, -0.9, 0.3], [-0.2, -0.3, -0.2], [0.1, -0.1, -0.1], [0.0, 0.3, 0.4], [-0.3, 0.6, -0.2], [0.4, 0.4, 0.3], [1.5, 2.3, -0.1], [0.8, -0.2, -1.3], [-1.4, 0.9, -0.1], [0.0, -2.0, 1.1], [-0.6, -0.8, 0.0], [-0.6, -0.3, -0.2], [-0.5, -0.1, 0.8], [-0.2, 0.4, 0.3], [0.1, 0.1, -0.2], [0.7, -0.1, -0.4], [0.3, -0.4, -0.1], [0.3, 0.2, -0.4], [0.7, -0.6, 0.6], [-0.8, 0.6, -0.3], [-2.3, 1.1, -1.1], [2.0, 1.2, 1.4], [-2.3, -1.0, -0.9], [3.0, -0.8, 0.1], [-0.4, -0.2, 0.1], [-0.2, -0.5, 0.2], [0.5, -0.4, 0.1], [0.4, 0.0, -0.2], [0.0, 0.2, 0.2], [-0.5, 0.5, 0.0]]}



(2)
{"formula": "C3H2BrFN2", "method": "ωB97M-V with the def2-TZVPD basis set", "relative_energy_kcal_mol": 68.27, "lumo_energy_ev": [-2.128, -2.126], "homo_energy_ev": [-9.844, -9.844], "elements": ["C", "C", "C", "N", "N", "F", "Br", "H", "H"], "positions_angstrom": [[0.608151, 1.360127, -0.440905], [1.082155, 0.214943, 0.160156], [-0.192848, -0.030618, 0.720110], [-0.728881, 1.444702, -0.289756], [-1.318643, 0.426206, 0.418152], [-1.481833, -3.092852, -0.261713], [2.838188, -0.283631, 0.429359], [1.011418, 2.243958, -0.794403], [-1.817703, -2.282834, 0.058997]], "atomic_forces_ev_per_a": [[-0.9, -1.1, 0.7], [-0.5, 0.3, 0.6], [1.9, 0.0, -0.7], [-0.7, 1.3, -0.4], [-1.1, -1.4, 0.6], [-0.1, 0.5, 0.2], [-0.1, -0.4, 0.2], [1.4, 1.1, -1.0], [0.0, -0.4, -0.3]]}



(3)
{"formula": "C2H16NO4S", "method": "ωB97M-V with the def2-TZVPD basis set", "relative_energy_kcal_mol": 18.08, "charge": 2, "lumo_energy_ev": [-7.499, -13.089], "homo_energy_ev": [-14.995, -14.995], "spin_multiplicity": 2, "elements": ["C", "C", "S", "N", "H", "H", "H", "H", "H", "H", "H", "H", "H", "H", "O", "H", "H", "O", "H", "H", "O", "H", "H", "O"], "positions_angstrom": [[1.081460, -0.981551, 0.243589], [0.733686, -0.532340, 1.684950], [1.473013, 1.038256, 2.148802], [0.780742, 0.112907, -0.759295], [0.577675, -1.873499, -0.112924], [2.144433, -1.068892, 0.237329], [0.938668, -1.237665, 2.492657], [-0.347774, -0.517921, 1.775494], [2.658964, 0.563899, 2.581168], [-0.099372, 0.565905, -0.465943], [0.491207, -0.098907, -1.731452], [1.534727, 0.795261, -0.761744], [-1.641839, 2.897431, -2.064590], [-0.361614, 3.468958, -1.658349], [-0.905981, 2.692923, -1.468564], [-6.361692, -1.578525, -0.992370], [-7.423898, -1.344796, 0.107065], [-7.300671, -1.468620, -0.835475], [4.961827, -1.341429, 0.856819], [3.966285, -2.015991, 1.886822], [4.073515, -1.341994, 1.223043], [-1.582783, 0.211325, -3.025192], [-1.287818, -1.061482, -3.566904], [-0.878464, -0.373234, -3.018778]], "atomic_forces_ev_per_a": [[0.7, 0.6, -0.5], [-1.1, -0.6, -0.1], [-0.4, 0.0, 0.1], [-1.3, 0.6, 1.1], [-0.1, -0.2, 0.5], [0.8, -0.8, -0.4], [0.8, -0.4, -0.4], [-0.4, 1.0, 0.0], [0.3, -0.2, 0.0], [0.3, 0.6, -0.2], [0.3, -0.9, -0.4], [-0.1, 0.3, -0.4], [-0.3, -0.4, 0.3], [0.3, -0.1, 0.3], [0.1, 0.2, -0.4], [0.1, 0.0, 0.2], [0.1, 0.0, 0.1], [-0.2, 0.1, -0.3], [0.2, -0.3, 0.3], [0.6, -0.6, 0.2], [-1.0, 1.0, -0.3], [-2.0, 2.5, 0.3], [0.8, -0.4, 0.0], [1.5, -2.1, -0.1]]}



(4)
{"formula": "C5H12O2", "method": "ωB97M-V with the def2-TZVPD basis set", "relative_energy_kcal_mol": 40.06, "lumo_energy_ev": 1.125, "smiles": "CCOCCOC", "homo_energy_ev": -9.731, "elements": ["C", "C", "O", "C", "C", "O", "C", "H", "H", "H", "H", "H", "H", "H", "H", "H", "H", "H", "H"], "positions_angstrom": [[-3.149569, 0.037964, -0.273748], [-1.952680, 0.937553, -0.037178], [-0.848428, 0.107757, 0.235317], [0.336838, 0.826762, 0.486150], [1.459816, -0.170762, 0.768142], [2.477165, -0.051599, -0.205000], [2.938169, -1.274350, -0.721441], [-3.342554, -0.567315, 0.617362], [-2.945207, -0.637752, -1.109813], [-4.045009, 0.623494, -0.503971], [-2.132366, 1.616861, 0.813926], [-1.749850, 1.568588, -0.920027], [0.632930, 1.423728, -0.389447], [0.185151, 1.518413, 1.331664], [1.892732, -0.006115, 1.763310], [1.016602, -1.173198, 0.771185], [2.184669, -1.750384, -1.366949], [3.224708, -1.983920, 0.068829], [3.816882, -1.045725, -1.328312]], "atomic_forces_ev_per_a": [[0.0, 0.0, 0.0], [-0.2, 0.1, 0.0], [0.1, -0.1, 0.0], [0.3, 0.1, 0.1], [-0.2, 0.0, 0.2], [0.0, 0.1, 0.0], [0.1, -0.2, -0.2], [0.0, 0.1, -0.1], [-0.1, 0.1, 0.1], [0.1, -0.1, 0.0], [0.0, -0.1, -0.1], [0.0, -0.1, 0.1], [-0.1, 0.0, 0.1], [0.0, -0.1, -0.1], [0.0, 0.0, -0.1], [0.0, 0.1, -0.1], [0.1, 0.0, 0.1], [0.0, 0.1, -0.1], [-0.1, -0.1, 0.1]]}



(5)
{"formula": "NO5S", "method": "ωB97M-V with the def2-TZVPD basis set", "relative_energy_kcal_mol": 29.14, "charge": -1, "lumo_energy_ev": 3.873, "homo_energy_ev": -5.239, "elements": ["N", "O", "O", "O", "O", "O", "S"], "positions_angstrom": [[-1.404357, -0.047961, 0.086590], [-1.163258, 1.098925, 0.309384], [-0.413129, -0.835661, 0.209897], [-2.469356, -0.541287, -0.225146], [2.550373, -0.904630, -0.048564], [1.336538, 1.138723, -0.661624], [1.563189, 0.091894, 0.329465]], "atomic_forces_ev_per_a": [[1.0, -1.3, 0.1], [-1.1, 2.9, 0.4], [1.1, -2.1, -0.2], [-1.3, 0.2, -0.3], [-0.6, -0.2, -0.1], [0.5, -0.9, 0.5], [0.3, 1.5, -0.4]]}



(6)
{"formula": "C4H8O2", "method": "ωB97M-V with the def2-TZVPD basis set", "relative_energy_kcal_mol": 79.80, "lumo_energy_ev": 0.868, "smiles": "OC[C@H]1C[C@H]1O", "homo_energy_ev": -8.195, "elements": ["O", "C", "C", "C", "C", "O", "H", "H", "H", "H", "H", "H", "H", "H"], "positions_angstrom": [[1.385981, -1.305684, -0.000837], [1.305312, -0.052401, -0.685542], [0.470766, 0.825534, 0.193859], [-0.994426, 1.075737, 0.201642], [-0.776577, -0.229716, 0.798781], [-1.312789, -1.348124, 0.138809], [1.042805, -2.000874, -0.561235], [0.910528, -0.155740, -1.704622], [2.341536, 0.305253, -0.770233], [1.060868, 1.456796, 0.879098], [-1.540627, 1.059492, -0.736663], [-1.293637, 1.832252, 0.908687], [-0.615842, -0.482905, 1.836156], [-1.961763, -1.050511, -0.517349]], "atomic_forces_ev_per_a": [[1.0, -0.6, -0.5], [-0.1, 0.0, -0.2], [-0.4, -1.3, 0.8], [-0.6, 0.5, 0.0], [0.7, 0.7, 0.2], [0.7, 0.3, -0.5], [-0.1, -0.1, -0.1], [0.0, -0.1, 0.1], [-0.4, 0.2, -0.1], [-0.5, -0.8, 0.1], [-0.2, 0.2, 0.0], [-0.1, 0.5, -0.2], [-0.4, 0.6, 0.1], [0.3, 0.0, 0.3]]}